Below is a molecular structure, C6H6N2, with properties calculated with ωB97M-V/def2-TZVPD.

The geometry in XYZ format:
```
14
Properties=species:S:1:pos:R:3:forces:R:3
C -1.9478 1.1364 -0.2094 -1.8 3.0 -0.4
C -0.8237 0.2903 -0.5763 -0.6 -2.3 -3.1
C 0.5367 0.7656 -0.0609 -0.2 3.9 -1.3
C -0.4758 -0.8887 0.3883 -2.0 1.0 1.6
C 0.8966 -1.3235 -0.1373 -0.8 -2.6 0.5
C 1.6101 -0.2734 -0.3957 -0.3 2.1 0.3
H -0.9261 0.0228 -1.6337 0.1 0.1 -0.1
H 0.7575 1.8387 -0.4048 -0.2 -1.2 1.4
H 0.6226 -0.0133 1.8621 -1.3 1.4 -0.4
H -1.2765 -1.5451 0.9716 1.9 1.0 -1.8
H 1.2224 -2.3182 -0.2483 0.1 -1.2 0.1
H 2.6763 -0.0855 -0.6023 -1.0 -0.3 -0.2
N -2.7311 2.0138 -0.1618 1.9 -2.7 0.1
N -0.1412 0.3803 1.2085 4.2 -2.4 3.2
```
Forces are in eV/Å.

Output
Frontier orbital gap ... 10.48 eV
E_LUMO ... 0.029 hartree
Spin multiplicity ... 1

***

Below is 2 unconnected molecules or ions with the total composition C4H12NO2, with properties calculated with ωB97M-V/def2-TZVPD.

The geometry in XYZ format:
```
19
Properties=species:S:1:pos:R:3:forces:R:3
O 2.0062 1.2498 -0.4898 -0.1 -0.2 1.0
C 2.1269 0.4558 0.4141 -0.1 -1.4 -1.8
C 0.9642 -0.6683 0.5440 0.8 2.0 5.2
N -0.2066 -0.2746 -0.2428 1.1 1.0 0.3
C -1.4585 0.3771 0.3801 2.2 1.3 -0.5
C -1.0427 1.6531 1.1156 -0.7 1.5 0.8
H 3.1224 0.3087 0.9564 -1.4 0.2 -0.1
H 1.4874 -1.6303 0.4094 -1.0 0.2 -0.2
H 0.5921 -0.5043 1.6483 1.1 -1.1 -1.7
H -0.5521 -1.0531 -0.7388 -0.6 -1.1 -1.4
H 0.3441 0.4038 -0.7939 -1.1 0.6 -1.2
H -1.9351 -0.2904 1.0611 -0.1 -0.8 0.2
H -2.1161 0.6142 -0.4446 0.0 -0.3 -0.3
H -0.0252 2.1638 0.9452 -1.7 -1.0 -0.3
H -1.1039 1.3905 2.1717 0.3 0.4 0.2
H -1.8775 2.4193 0.9767 1.3 -0.8 0.1
H -2.4158 -2.6585 -1.6486 0.1 0.6 0.3
H -0.9507 -2.8018 -1.7793 0.8 -0.6 -0.4
O -1.5890 -2.1679 -1.4836 -1.1 -0.4 -0.1
```
Forces are in eV/Å.

Output
Total charge ... +1
Frontier orbital gap ... 11.53 eV
E_LUMO ... -0.124 hartree
Spin multiplicity ... 1

***

Below is a gas-phase ion, C7H15N2 (charge +1), with properties calculated with ωB97M-V/def2-TZVPD.

The geometry in XYZ format:
```
24
Properties=species:S:1:pos:R:3:forces:R:3
C 0.8598 -1.6763 1.7137 0.6 0.9 0.0
C 1.3758 -0.7627 0.6362 1.2 -3.6 1.0
C 2.2376 -1.4194 -0.3514 1.8 0.9 -0.5
N 1.2561 0.4612 0.6768 -0.4 1.4 -0.1
C 0.7880 1.5739 0.4007 -0.1 2.4 2.2
C -0.3545 1.8391 -0.4825 -0.8 0.1 -1.0
N -0.9830 0.5578 -0.7134 -0.4 -0.3 2.4
C -1.8038 0.2386 0.5493 1.5 0.7 -1.1
C -1.7201 0.3679 -1.9533 0.1 2.7 1.4
H 1.6022 -2.4335 2.1050 -0.7 1.1 -0.6
H 0.1338 -2.1909 1.1220 -1.1 -0.8 0.2
H 0.4407 -1.0113 2.4634 -0.3 -0.7 0.4
H 3.2661 -1.4111 0.1314 -1.0 -0.4 -0.6
H 2.3018 -0.7026 -1.1620 0.3 -0.4 -0.7
H 1.9621 -2.4283 -0.6899 -0.1 0.5 0.4
H 1.1542 2.4225 1.0030 0.5 -0.2 -0.7
H -1.0806 2.6510 -0.1920 0.7 -0.6 0.7
H 0.1496 2.3964 -1.3095 -0.3 -1.0 -0.4
H -1.1751 0.2131 1.4700 -0.4 -0.2 -0.9
H -2.5938 0.9405 0.7559 -0.4 0.7 -0.2
H -2.2662 -0.6902 0.3362 -0.3 -1.1 0.2
H -2.1699 -0.5924 -1.8838 -0.5 -0.7 -0.5
H -2.4825 1.2345 -1.9644 0.7 -1.5 -1.0
H -0.8985 0.4224 -2.6614 -0.8 0.0 -1.0
```
Forces are in eV/Å.

Output
Total charge ... +1
Frontier orbital gap ... 8.82 eV
E_LUMO ... -0.144 hartree
Spin multiplicity ... 1

***

Below is 9 unconnected molecules or ions with the total composition C23H46Cl2F6N7O9S2, with properties calculated with ωB97M-V/def2-TZVPD.

The geometry in XYZ format:
```
95
Properties=species:S:1:pos:R:3:forces:R:3
C 20.8034 -0.1589 -10.7395 0.9 -0.9 1.8
C 21.5322 0.5927 -9.6305 0.7 3.8 -1.5
O 22.0683 1.6982 -9.7626 -1.6 -4.1 1.0
N 21.4798 -0.0295 -8.2525 0.7 -0.3 -0.2
H 20.6638 0.2160 -7.7103 -0.9 1.3 0.3
H 21.3072 -1.0243 -8.2790 0.3 -0.7 -0.7
C 22.7102 0.2032 -7.4033 -0.9 -0.1 0.4
H 20.6760 -1.1931 -10.4197 -0.1 -0.1 0.1
H 21.4643 -0.2507 -11.6014 -0.6 0.8 -0.3
H 19.7920 0.2443 -10.7896 0.2 0.3 -0.7
H 22.5861 1.1814 -6.9389 0.4 -0.1 -0.2
H 23.6080 0.0806 -8.0093 -0.2 0.1 0.2
H 22.5683 -0.5768 -6.6552 0.7 0.2 0.3
C 17.5572 9.1531 5.6960 0.9 1.1 0.5
C 18.6645 10.1011 5.1253 -1.7 2.8 2.0
O 18.8332 11.2688 5.4595 0.1 -4.1 -1.7
N 19.5700 9.3934 4.1363 0.8 -0.9 0.5
H 20.5244 9.3171 4.4580 0.7 0.7 0.5
H 19.3191 8.4153 4.1582 -0.6 -0.5 -0.1
C 19.5457 9.8727 2.7303 -1.3 0.7 0.1
H 16.8494 8.6395 5.0454 0.5 0.2 -0.5
H 16.9767 9.7326 6.4138 0.1 0.2 -0.2
H 18.0840 8.4148 6.3006 0.1 -0.3 -0.1
H 20.1088 10.8048 2.6844 0.1 -0.3 -0.3
H 18.4848 10.0958 2.6176 0.1 0.2 -0.8
H 19.8234 9.0666 2.0511 0.3 0.3 0.1
C 12.1158 7.7170 -0.0739 0.7 0.2 -0.7
C 12.1025 7.2909 -1.5652 -7.1 -2.7 0.6
O 11.0490 6.8158 -2.1612 6.5 3.0 2.6
N 13.4061 7.2263 -2.2300 -1.0 -1.6 -1.9
H 13.2535 7.5734 -3.1661 0.0 0.9 -0.4
H 14.1900 7.7236 -1.8320 0.6 0.4 0.7
C 13.6647 5.7631 -2.5798 0.3 -1.3 -0.1
H 12.8123 7.1428 0.5371 0.6 -0.2 -0.5
H 11.2339 7.6475 0.5629 -0.7 0.0 -1.2
H 12.4730 8.7466 -0.0512 0.1 0.2 0.1
H 14.6719 5.6438 -2.9792 0.0 0.2 0.5
H 12.9951 5.3777 -3.3487 -0.3 0.9 -0.2
H 13.4205 5.0881 -1.7596 0.6 0.5 0.4
C 20.7891 6.6879 -2.9385 0.1 0.4 -0.3
C 19.6349 6.3345 -3.8417 -0.3 1.1 -0.1
N 19.8378 6.9441 -5.1673 0.7 -0.6 -4.3
C 19.4149 8.1622 -5.6737 -0.4 0.9 2.5
C 19.5365 8.2114 -6.9974 -0.1 0.3 -1.5
N 20.0442 7.0164 -7.4169 0.2 -1.4 2.0
C 20.2483 6.2765 -6.3012 -1.0 0.1 0.8
C 20.2408 6.5162 -8.7721 0.0 -0.4 -0.5
H 20.8100 7.7756 -2.8703 0.0 0.1 0.1
H 21.7275 6.4057 -3.4158 0.1 -0.4 0.6
H 20.6161 6.3122 -1.9300 0.4 -0.3 -0.2
H 18.7735 6.8948 -3.4783 -0.4 -0.6 0.2
H 19.4052 5.2812 -4.0030 0.1 0.1 0.2
H 19.1030 8.9510 -5.0051 -0.1 -0.1 0.0
H 19.2725 8.9716 -7.7176 0.2 0.1 0.2
H 20.4785 5.2214 -6.2872 0.2 0.1 -0.1
H 19.4817 6.8911 -9.4586 0.3 0.7 0.2
H 20.0304 5.4472 -8.8071 0.4 -0.1 0.4
H 21.2611 6.7325 -9.0889 -0.2 0.0 -0.2
C 19.5603 13.4986 -6.6011 2.9 1.5 -2.2
C 18.3148 13.7651 -5.9170 -0.7 -0.2 0.8
N 17.1871 13.9133 -6.8953 -0.1 0.6 -0.7
C 16.2524 12.9317 -6.9878 -3.6 1.5 -2.3
C 15.2074 13.3835 -7.9347 4.3 0.3 2.3
N 15.6841 14.6199 -8.3821 2.6 -1.3 1.9
C 16.9208 14.9252 -7.7855 -2.9 -2.1 0.1
C 15.0200 15.4702 -9.3184 -0.7 0.4 -1.4
H 20.4559 13.3238 -6.0049 -0.5 -0.5 0.6
H 19.8471 14.4698 -7.0043 0.3 0.1 -0.7
H 19.5858 12.8364 -7.4666 -0.4 -0.3 0.3
H 18.4346 14.6801 -5.3369 -0.5 -0.1 0.1
H 18.1662 12.9217 -5.2426 -1.2 0.2 0.0
H 16.2506 12.0993 -6.2998 0.0 0.0 -0.2
H 14.3025 12.9193 -8.2982 0.1 0.1 0.1
H 17.4497 15.8253 -8.0622 0.3 -0.2 0.4
H 15.2309 15.2487 -10.3646 0.5 -0.4 0.1
H 15.3223 16.5112 -9.2036 -0.4 -0.1 0.4
H 13.9498 15.2774 -9.2434 0.0 0.6 0.4
Cl 16.6674 10.2626 -1.5343 -0.3 -0.5 -0.1
Cl 17.9252 1.5902 -5.6847 0.4 0.2 -0.3
C 25.5188 2.6850 -2.1151 1.9 -0.6 -0.6
F 26.2062 3.8018 -2.5358 -1.1 -0.7 0.7
F 25.2090 2.8423 -0.8044 -0.6 0.3 -1.3
F 24.4115 2.6197 -2.9220 0.5 0.1 1.3
S 26.7464 1.1322 -2.3059 1.5 -0.3 1.1
O 27.9073 1.7869 -2.9267 -1.3 -0.5 0.7
O 26.9657 0.6286 -0.9283 -0.6 1.3 -1.7
O 26.0660 0.1654 -3.1456 -0.5 0.6 -0.2
C 25.0852 11.4855 -10.1991 -2.1 -0.2 -0.6
F 24.8154 12.1381 -9.0080 0.8 -0.6 -1.4
F 26.1035 12.0274 -10.8639 -0.2 0.0 1.0
F 25.3951 10.1984 -9.8919 -0.1 1.1 -0.1
S 23.4666 11.5739 -11.3981 -1.2 0.2 -3.4
O 22.4507 10.6462 -10.8477 1.4 0.8 0.5
O 23.0059 12.9827 -11.4914 1.0 -1.5 1.5
O 23.9472 11.1437 -12.7480 0.1 0.2 2.8
```
Forces are in eV/Å.

Output
Total charge ... +1
Frontier orbital gap ... 3.90 eV
E_LUMO ... -0.155 hartree
Spin multiplicity ... 1

***

Below is a molecular structure, C49H40ClGeN2O2PReS, with properties calculated with ωB97M-V/def2-TZVPD.

The geometry in XYZ format:
```
98
Properties=species:S:1:pos:R:3:forces:R:3
Re 0.1153 0.0145 0.5135 -1.8 -2.1 0.4
C 5.6603 -1.8813 5.4156 0.0 0.0 0.0
C 5.1837 -1.5681 4.0332 0.0 -0.1 0.0
C 5.3797 -0.3069 3.4839 -0.1 0.0 -0.2
C 4.8472 0.0027 2.2458 0.2 0.1 0.0
C 4.1244 -0.9507 1.5565 -0.3 0.1 -0.3
C 3.9435 -2.2204 2.0695 0.0 -0.2 -0.1
C 4.4852 -2.5267 3.3061 0.1 0.1 -0.1
S 3.2699 -0.4413 0.0824 0.1 -0.7 -0.4
O 4.1275 0.3387 -0.7699 0.1 0.2 0.4
O 2.6290 -1.6001 -0.5101 0.8 0.5 0.4
N 2.0745 0.4721 0.6942 0.4 -0.7 -0.1
C 1.8647 1.8100 0.5447 0.2 1.1 -0.1
C 2.7470 2.8552 0.3449 0.0 0.5 -0.1
C 2.2255 4.1460 0.3415 0.0 -0.6 0.0
C 0.8588 4.3408 0.5041 -0.1 0.1 0.1
C 0.0324 3.2439 0.6546 0.0 0.0 -0.1
N 0.5198 2.0006 0.6552 0.8 1.5 0.3
H 6.3162 -1.1008 5.7909 0.1 0.0 0.1
H 6.1895 -2.8309 5.4448 0.1 -0.1 0.0
H 4.7958 -1.9616 6.0751 0.0 0.0 0.2
H 5.9426 0.4335 4.0318 0.0 0.1 0.1
H 4.9887 0.9723 1.7966 0.1 0.2 0.1
H 3.3895 -2.9487 1.4980 -0.1 -0.1 0.0
H 4.3603 -3.5182 3.7193 -0.1 -0.1 0.0
H 3.7921 2.6513 0.1878 0.1 0.0 0.0
H 2.8851 4.9904 0.2232 0.1 0.1 0.0
H 0.4362 5.3320 0.5264 0.0 0.1 0.0
H -1.0373 3.3454 0.7822 0.0 0.0 0.0
Cl -2.1689 -0.0563 -0.0844 -0.5 0.6 -0.2
C -2.7237 -1.6890 0.1556 0.2 -1.1 0.1
C -4.0651 -1.9153 0.3863 0.1 0.1 0.0
C -4.4984 -3.2150 0.5887 0.2 -0.1 0.0
C -3.5854 -4.2589 0.5589 -0.2 0.0 0.0
C -2.2426 -4.0092 0.3357 0.1 0.2 0.0
C -1.7743 -2.7147 0.1240 -0.2 0.2 0.1
P -0.0009 -2.2511 -0.1705 -0.6 0.0 0.1
C 0.0543 -2.5230 -1.9760 0.0 0.1 0.0
C -0.4572 -3.6842 -2.5495 0.1 0.1 0.0
C -0.4815 -3.8289 -3.9234 -0.1 -0.1 -0.1
C 0.0003 -2.8153 -4.7381 0.1 0.0 0.0
C 0.5298 -1.6661 -4.1743 -0.1 0.0 -0.2
C 0.5470 -1.5166 -2.7984 0.1 -0.1 0.1
C 0.8630 -3.7073 0.4770 0.0 -0.1 0.1
C 1.8409 -4.3674 -0.2641 -0.1 0.1 0.1
C 2.4657 -5.4862 0.2614 0.1 0.0 -0.1
C 2.1076 -5.9617 1.5140 0.0 0.0 0.0
C 1.1448 -5.2982 2.2596 0.1 -0.1 0.1
C 0.5387 -4.1616 1.7526 0.1 0.1 -0.1
H -4.7569 -1.0898 0.4263 -0.1 0.1 0.0
H -5.5395 -3.4095 0.7833 -0.2 0.0 0.0
H -3.9214 -5.2722 0.7224 0.0 -0.1 0.0
H -1.5382 -4.8280 0.3637 0.0 -0.1 -0.1
H -0.8328 -4.4738 -1.9163 -0.1 -0.1 0.0
H -0.8820 -4.7307 -4.3637 0.0 -0.1 0.0
H -0.0272 -2.9285 -5.8122 0.0 0.0 -0.1
H 0.9218 -0.8845 -4.8103 0.0 0.0 0.0
H 0.9781 -0.6289 -2.3509 0.0 0.0 0.0
H 2.1290 -3.9829 -1.2314 0.0 -0.1 -0.1
H 3.2365 -5.9896 -0.3072 0.0 0.0 0.0
H 2.5727 -6.8579 1.8992 0.1 0.0 0.1
H 0.8681 -5.6672 3.2363 0.0 0.0 0.1
H -0.1870 -3.6115 2.3360 -0.1 0.0 0.1
C -0.5511 -0.7377 2.2880 1.0 0.4 -0.9
Ge -0.1461 -0.2283 4.0739 -0.5 0.0 0.8
C -1.7854 0.6908 4.7470 0.7 -0.2 -0.1
C -1.7227 1.7820 5.6004 0.2 0.0 0.1
C -2.8764 2.4269 6.0130 -0.1 0.2 0.1
C -4.1137 1.9811 5.5799 0.0 0.1 0.0
C -4.1886 0.8843 4.7358 -0.2 0.0 0.0
C -3.0320 0.2492 4.3201 0.1 -0.1 -0.1
C 0.0360 -1.9493 5.0398 0.1 0.6 -0.2
C 1.1700 -2.7170 4.8104 0.1 0.1 0.0
C 1.3035 -3.9672 5.3861 0.2 -0.1 0.1
C 0.2879 -4.4766 6.1811 0.0 -0.1 0.0
C -0.8582 -3.7280 6.3939 -0.1 -0.1 0.1
C -0.9765 -2.4684 5.8320 -0.1 0.2 0.0
C 1.4288 0.9258 4.5436 -0.6 -0.6 -0.4
C 1.5778 2.1842 3.9788 -0.1 0.1 -0.2
C 2.6541 2.9905 4.3083 0.1 0.2 -0.1
C 3.5971 2.5508 5.2231 0.1 0.0 0.0
C 3.4472 1.3050 5.8085 0.1 0.0 0.1
C 2.3769 0.4988 5.4623 -0.1 -0.2 0.1
H -0.7550 2.1243 5.9444 0.0 0.1 0.1
H -2.8128 3.2772 6.6782 0.0 0.1 0.0
H -5.0149 2.4896 5.8965 0.0 0.0 0.0
H -5.1550 0.5270 4.4066 -0.1 0.0 -0.1
H -3.0803 -0.6012 3.6500 -0.1 0.0 -0.1
H 1.9489 -2.3179 4.1706 0.1 -0.1 0.0
H 2.1984 -4.5518 5.2155 0.1 0.0 0.0
H 0.3895 -5.4527 6.6380 0.0 0.0 0.0
H -1.6603 -4.1249 6.9997 0.0 0.0 0.1
H -1.8582 -1.8652 6.0041 -0.1 -0.1 0.1
H 0.8317 2.5432 3.2821 0.0 0.1 -0.1
H 2.7546 3.9707 3.8610 0.0 0.0 -0.1
H 4.4403 3.1771 5.4848 0.0 0.0 0.0
H 4.1609 0.9646 6.5469 0.1 0.0 0.0
H 2.2590 -0.4723 5.9235 0.1 -0.1 0.1
```
Forces are in eV/Å.

Output
Frontier orbital gap (alpha / beta) ... 5.44 / 6.83 eV
E_LUMO (alpha / beta) ... -0.001 / -0.012 hartree
Spin multiplicity ... 4

***

Below is a single C5H6F2O2S molecule, with properties calculated with ωB97M-V/def2-TZVPD.

The geometry in XYZ format:
```
16
Properties=species:S:1:pos:R:3:forces:R:3
C 0.1356 2.3877 -0.1314 -1.0 -0.7 -0.9
S 0.8693 0.9745 0.7543 -0.5 0.1 -0.1
C -0.5127 -0.0683 0.8255 -2.3 1.1 0.0
C -0.7700 -1.3186 0.4524 -2.1 0.4 1.9
C 0.1432 -2.4384 0.1241 -2.2 1.3 -0.7
O -2.1631 -1.6006 0.7462 1.5 0.1 -0.2
C -2.7229 -0.4520 1.2646 -0.3 -0.2 0.1
F -3.3045 -0.7180 2.4936 1.1 0.2 -0.7
F -3.7444 -0.0404 0.5299 -1.2 -0.1 -0.8
O -1.8259 0.5550 1.2482 2.8 -0.9 0.3
H 0.7830 3.2009 0.0517 1.5 0.7 -0.7
H -0.6835 2.8097 0.4250 -1.0 -0.7 0.1
H -0.1623 2.1986 -1.2207 0.7 0.3 1.6
H 1.0077 -2.0606 0.5439 2.4 0.1 0.4
H 0.1588 -2.4021 -0.9639 0.4 -1.2 0.0
H -0.1855 -3.3037 0.6759 0.0 -0.6 -0.5
```
Forces are in eV/Å.

Output
Frontier orbital gap ... 9.53 eV
E_LUMO ... 0.023 hartree
Spin multiplicity ... 1

***

no.,strongest force on any atom (Eh/bohr),E (eV)
1,0.1131,-9295.1476
2,0.1104,-9919.8688
3,0.0769,-10473.6932
4,0.1489,-116457.7032
5,0.0541,-149825.8712
6,0.0581,-25646.2402